DFT (the ωB97M-V functional and the def2-TZVPD basis) results for a molecular structure, C23H27ClN2O2PPdSi.

The geometry in XYZ format:
```
58
Properties=species:S:1:pos:R:3:forces:R:3
C 3.3874 4.0080 0.4694 0.0062 -0.0057 0.0029
C -2.0045 -0.6087 1.6076 0.0678 -0.0096 0.0762
H -1.3544 1.4746 -2.1485 0.0191 -0.0303 0.0286
H -2.1790 -2.2220 -2.4190 -0.0015 0.0051 -0.0039
H -5.9964 -1.2581 -0.7397 0.0161 -0.0081 -0.0072
C -1.2747 -0.0227 4.2631 -0.0341 -0.0427 0.0009
H -3.8376 -1.3553 2.4876 -0.0117 0.0066 -0.0022
N -2.2442 -0.8166 0.3422 -0.0533 0.0573 -0.0968
C 1.9731 5.6787 -0.5229 -0.0071 -0.0093 0.0022
C -2.5238 -0.6034 3.9890 0.0455 0.0179 0.0176
H 4.3513 3.6999 0.8536 -0.0019 0.0020 0.0013
H -0.6797 4.6323 1.5885 0.0187 0.0111 -0.0159
H -5.4348 -0.5225 0.7663 -0.0203 0.0139 0.0138
C 3.2051 5.2969 -0.0057 0.0035 -0.0039 0.0001
C 0.9273 4.7711 -0.5545 -0.0252 -0.0051 0.0092
C -3.8120 -3.3665 0.1368 -0.0029 0.0032 0.0233
H 4.0258 6.0032 0.0140 -0.0014 0.0011 -0.0001
N -0.7865 -0.0440 1.9388 0.0244 0.0801 0.0587
Pd 0.3951 0.2054 0.3209 0.0007 -0.0628 0.0084
C -2.9198 2.3773 0.4087 -0.0138 0.0388 0.0047
C 0.7842 1.2326 -2.4065 -0.0791 0.0103 -0.0107
C 1.0972 3.4773 -0.0601 -0.0076 0.0175 -0.0031
H -2.8720 -3.9224 0.1146 0.0007 0.0008 -0.0054
C -0.4317 0.2279 3.2042 0.0621 0.0031 0.0201
H -0.9590 0.2041 5.2713 -0.0067 0.0026 -0.0018
H -2.7076 5.4900 2.6781 -0.0002 0.0008 -0.0017
O 1.1732 1.3431 -3.5552 0.0225 -0.0004 0.0246
H 0.9862 1.8171 2.9834 -0.0016 0.0091 -0.0309
H -2.9612 1.4630 -0.1726 -0.0055 0.0140 0.0030
Si -3.5239 -1.5966 -0.4452 -0.0029 -0.0649 -0.0061
C -4.0602 2.8624 1.0281 0.0139 -0.0155 -0.0075
C -5.1811 -0.6891 -0.2837 0.0340 0.0128 0.0157
H -0.5010 2.9943 -2.5211 -0.0154 0.0023 -0.0049
C -3.1020 -1.6574 -2.2699 0.0122 0.0124 0.0114
Cl 1.5907 -1.7368 0.9001 0.0294 -0.1690 -0.0479
O 1.3180 0.4849 -1.4971 0.0831 0.0081 0.0154
C 2.3380 3.0986 0.4407 -0.0143 -0.0053 0.0187
H -5.1440 0.2862 -0.7774 0.0050 0.0165 0.0021
H 1.8309 6.6803 -0.9090 0.0001 -0.0020 -0.0012
C -0.4528 2.0620 -1.9607 0.0255 0.0214 -0.0324
C -3.9893 3.9880 1.8380 -0.0174 -0.0038 0.0038
H -4.8801 4.3606 2.3285 -0.0001 0.0000 -0.0016
H -0.0292 5.0700 -0.9684 -0.0083 -0.0024 0.0088
P -0.2404 2.2483 -0.1708 -0.0976 0.1124 0.0010
H -2.9307 -0.6499 -2.6586 -0.0139 -0.0056 -0.0087
H -4.1946 -3.4057 1.1599 0.0075 0.0015 -0.0092
H -4.5292 -3.8802 -0.5100 0.0001 0.0006 0.0051
C -2.8827 -0.8970 2.7083 -0.0155 0.0231 -0.0533
H 1.6764 0.1921 2.9033 -0.0150 -0.0024 0.0082
H -3.2051 -0.8266 4.8032 -0.0016 -0.0015 -0.0004
H -3.8945 -2.1221 -2.8627 0.0009 0.0026 -0.0039
C -1.6275 4.1406 1.4136 0.0332 -0.0187 0.0290
C -1.6947 3.0219 0.5877 -0.0549 -0.0362 -0.0870
H 2.4807 2.0807 0.7827 -0.0007 -0.0176 0.0143
C -2.7724 4.6223 2.0337 0.0178 -0.0024 0.0005
C 0.9334 0.8114 3.4095 0.0053 0.0160 0.0183
H -5.0011 2.3447 0.8937 -0.0134 -0.0129 -0.0108
H 1.1688 0.8720 4.4716 -0.0102 0.0130 0.0067
```
Forces are in eV/Å.

Its total energy is -2371.7850 Eh. The orbital gap comes out at 7.10 eV. Its net charge is -1. As for the HOMO energy: -4.51 eV.